(1)
26
Properties=species:S:1:pos:R:3:lowdin_charge:R:1 method="wB97M-V/def2-TZVPD" e_homo_ev=-9.00 charge=0 lumo_ha=0.0385 smiles=Cc1ccccc1.CCC multiplicity=1
C 0.767 0.006 -1.813 -0.26
C -0.695 0.338 -2.340 -0.11
C 1.326 -1.382 -2.174 -0.10
H 1.425 0.803 -2.357 0.13
H 0.696 0.113 -0.796 0.02
H -0.892 0.083 -3.416 0.07
H 1.094 -1.672 -3.207 0.08
H -0.797 1.483 -2.636 0.10
H -1.341 0.017 -1.545 0.02
H 2.301 -1.554 -2.233 0.02
H 0.858 -2.131 -1.662 0.04
C 0.278 2.389 1.501 -0.05
C -0.244 0.943 1.475 -0.26
C 0.704 0.068 1.985 -0.11
C -1.532 0.471 1.049 -0.05
C 0.569 -1.292 2.097 -0.08
C -1.756 -0.924 1.202 -0.09
C -0.700 -1.719 1.724 -0.11
H 0.704 2.644 0.547 0.07
H 1.026 2.586 2.216 0.05
H 1.585 0.457 2.513 0.12
H -2.262 1.056 0.569 0.09
H 1.364 -1.900 2.447 0.10
H -2.884 -1.194 1.175 0.13
H -1.029 -2.780 1.875 0.11
H -0.561 3.091 1.803 0.10

---

(2)
26
Properties=species:S:1:pos:R:3:lowdin_charge:R:1 method="wB97M-V/def2-TZVPD" e_homo_ev=-8.51 charge=0 lumo_ha=0.0365 smiles=Cc1ccccc1.CCC multiplicity=1
C 0.605 -0.334 3.519 -0.06
C -0.237 -0.680 1.023 -0.06
C -0.029 0.141 2.233 -0.22
C -1.099 -0.185 0.197 -0.13
C -0.566 1.438 2.253 -0.11
C -1.938 1.013 0.462 -0.08
C -1.578 1.848 1.472 -0.16
H 0.330 -1.472 0.901 0.06
H -1.467 -0.824 -0.559 0.09
H 1.554 0.130 3.560 0.06
H 0.492 -1.441 3.593 0.09
H -0.472 2.102 3.200 0.14
H -2.820 1.304 -0.265 0.13
H -2.126 2.856 1.513 0.13
H 0.039 0.153 4.400 0.10
C 1.286 -0.581 -2.240 -0.32
C 0.567 0.795 -2.501 -0.12
C 0.814 -1.931 -2.678 -0.17
H 1.341 -0.615 -1.078 0.10
H 2.363 -0.419 -2.596 0.11
H 0.181 1.300 -1.676 0.01
H 1.129 1.600 -3.002 0.06
H -0.260 -2.048 -2.519 0.05
H 1.331 -2.897 -2.277 0.09
H -0.399 0.866 -3.087 0.08
H 0.959 -2.120 -3.850 0.10

---

(3)
26
Properties=species:S:1:pos:R:3:lowdin_charge:R:1 method="wB97M-V/def2-TZVPD" e_homo_ev=-8.92 charge=0 lumo_ha=0.0346 smiles=Cc1ccccc1.CCC multiplicity=1
C -1.040 -2.064 2.338 -0.06
C -0.551 -0.814 -1.214 -0.10
C -1.107 -0.943 0.092 -0.04
C 0.581 -1.503 -1.559 -0.11
C -0.542 -1.939 0.882 -0.26
C 1.011 -2.606 -0.795 -0.10
C 0.398 -2.848 0.384 -0.09
H -0.929 0.019 -1.829 0.10
H -1.919 -0.304 0.386 0.10
H 1.268 -1.158 -2.409 0.12
H 1.891 -3.314 -0.880 0.13
H -1.067 -3.087 2.724 0.07
H -1.950 -1.514 2.522 0.06
H 0.729 -3.618 1.062 0.11
H -0.402 -1.814 3.213 0.08
C 0.564 2.906 -0.433 -0.32
C 1.269 4.225 -0.735 -0.15
C -0.631 3.286 0.478 -0.16
H 0.176 2.384 -1.364 0.10
H 1.249 2.156 0.003 0.10
H 1.201 5.046 0.016 0.07
H 0.730 4.792 -1.503 0.07
H -1.394 3.903 -0.050 0.07
H -1.173 2.380 0.878 0.06
H 2.321 4.034 -0.856 0.06
H -0.442 3.892 1.453 0.09

---

(4)
26
Properties=species:S:1:pos:R:3:lowdin_charge:R:1 method="wB97M-V/def2-TZVPD" e_homo_ev=-8.77 charge=0 lumo_ha=0.0360 smiles=Cc1ccccc1.CCC multiplicity=1
C 1.303 1.982 0.397 -0.06
C -0.789 0.642 0.975 -0.09
C -0.024 1.372 0.021 -0.26
C -2.153 0.566 0.748 -0.10
C -2.812 1.244 -0.273 -0.12
C -0.697 1.736 -1.182 -0.05
C -2.104 1.821 -1.283 -0.09
H -0.318 0.118 1.869 0.13
H -2.757 0.049 1.525 0.12
H 1.785 2.532 -0.496 0.11
H 1.905 1.245 0.874 0.02
H -3.833 1.237 -0.251 0.07
H -0.055 2.148 -1.963 0.10
H -2.521 2.261 -2.232 0.12
H 1.209 2.671 1.219 0.07
C 0.672 -2.091 0.432 -0.27
C 2.005 -1.298 0.588 -0.10
C 0.466 -2.639 -1.016 -0.08
H 0.644 -2.772 1.195 0.06
H -0.140 -1.486 0.875 0.05
H 2.438 -0.668 -0.214 0.08
H 2.746 -1.934 0.763 0.01
H 1.015 -2.128 -1.700 0.02
H 0.837 -3.674 -1.063 0.08
H 1.755 -0.578 1.428 0.07
H -0.580 -2.356 -1.236 0.08

---

(5)
26
Properties=species:S:1:pos:R:3:lowdin_charge:R:1 method="wB97M-V/def2-TZVPD" e_homo_ev=-8.84 charge=0 lumo_ha=0.0374 smiles=CCc1ccccc1.CC multiplicity=1
C -0.168 2.857 -0.689 -0.12
C 0.313 3.229 0.758 -0.15
H 0.421 2.069 -0.997 0.01
H -1.237 2.509 -0.476 0.08
H -0.260 3.679 -1.242 0.01
H 1.310 3.667 0.810 0.05
H 0.062 2.732 1.673 0.04
H -0.279 4.191 0.929 0.07
C 0.081 -0.988 -1.761 -0.24
C 1.497 -0.642 -1.892 -0.13
C -0.339 -1.263 -0.303 -0.20
C -1.085 -0.475 0.540 -0.06
C 0.446 -2.311 0.332 -0.06
C -1.542 -1.052 1.749 -0.06
C 0.117 -2.768 1.581 -0.12
C -0.875 -2.189 2.308 -0.09
H -0.493 -0.181 -2.144 0.07
H -0.429 -1.800 -2.613 0.18
H 2.089 -1.585 -2.196 0.11
H -1.786 0.314 0.121 0.12
H 1.205 -2.773 -0.140 0.06
H -2.199 -0.458 2.300 0.07
H 0.650 -3.834 1.632 0.15
H -1.133 -2.583 3.237 0.08
H 1.887 -0.458 -0.947 0.05
H 1.746 0.115 -2.568 0.05

---

(6)
26
Properties=species:S:1:pos:R:3:lowdin_charge:R:1 method="wB97M-V/def2-TZVPD" e_homo_ev=-8.86 charge=0 lumo_ha=0.0361 smiles=CCc1ccccc1.CC multiplicity=1
C 0.206 -0.708 3.358 -0.19
C -0.221 -2.147 2.980 -0.13
H 0.046 -0.417 4.396 0.06
H 1.289 -0.540 3.184 0.07
H -0.235 0.153 2.857 0.04
H 0.465 -2.933 3.307 0.07
H -0.239 -2.273 1.912 0.05
H -1.170 -2.132 3.475 0.05
C -1.066 1.958 -0.421 -0.19
C -2.483 2.141 -1.087 -0.09
C -0.253 0.767 -0.791 -0.23
C -0.012 0.337 -2.090 -0.06
C 0.468 0.112 0.227 -0.05
C 0.982 -0.578 -2.398 -0.09
C 1.444 -0.845 -0.063 -0.09
C 1.744 -1.166 -1.375 -0.09
H -0.516 2.881 -0.734 0.12
H -1.183 2.238 0.611 0.10
H -2.734 1.516 -1.963 0.08
H -0.442 0.951 -2.869 0.11
H 0.271 0.252 1.295 0.06
H 1.309 -0.742 -3.421 0.10
H 1.978 -1.124 0.839 0.10
H 2.456 -1.922 -1.686 0.10
H -2.515 3.115 -1.539 0.05
H -3.191 2.124 -0.291 0.05

---

(7)
26
Properties=species:S:1:pos:R:3:lowdin_charge:R:1 method="wB97M-V/def2-TZVPD" e_homo_ev=-9.03 charge=0 lumo_ha=0.0380 smiles=Cc1ccccc1.CCC multiplicity=1
C 0.947 -2.950 0.978 -0.06
C -1.946 -0.188 2.480 -0.10
C -1.636 -1.291 3.236 -0.09
C -1.395 -0.044 1.199 -0.09
C -0.697 -2.207 2.757 -0.07
C -0.494 -0.960 0.641 -0.04
C -0.168 -2.056 1.509 -0.27
H -2.577 0.561 2.936 0.10
H -2.144 -1.492 4.170 0.10
H -1.688 0.855 0.663 0.09
H -0.371 -3.002 3.421 0.11
H -0.312 -1.098 -0.407 0.08
H 1.014 -2.724 -0.083 0.06
H 0.932 -4.034 1.072 0.07
H 1.875 -2.568 1.422 0.09
C 1.243 1.801 -2.555 -0.31
C 1.276 3.352 -2.531 -0.11
C -0.041 1.178 -2.038 -0.13
H 1.425 1.451 -3.570 0.09
H 2.084 1.438 -1.947 0.10
H 0.258 3.706 -2.684 0.06
H -0.949 1.584 -2.496 0.08
H -0.072 0.158 -2.454 0.07
H 2.031 3.707 -3.224 0.06
H 1.564 3.699 -1.532 0.07
H -0.159 1.123 -0.961 0.04

---

(8)
26
Properties=species:S:1:pos:R:3:lowdin_charge:R:1 method="wB97M-V/def2-TZVPD" e_homo_ev=-9.04 charge=0 lumo_ha=0.0356 smiles=Cc1ccccc1.CCC multiplicity=1
C -1.250 0.679 -1.722 -0.32
C -0.700 1.361 -2.972 -0.13
C -2.788 0.335 -1.626 -0.09
H -0.547 -0.103 -1.451 0.06
H -1.117 1.373 -0.877 0.10
H -1.188 2.315 -3.179 0.07
H -2.828 -0.589 -1.055 0.05
H -3.196 1.284 -1.307 0.07
H -0.755 0.707 -3.847 0.07
H 0.368 1.531 -2.808 0.07
H -3.173 0.018 -2.600 0.06
C 2.809 -1.029 0.180 -0.05
C -0.616 -0.907 1.720 -0.11
C 0.387 -1.240 0.829 -0.06
C -0.446 -0.173 2.884 -0.10
C 1.674 -0.739 1.155 -0.28
C 0.821 0.325 3.171 -0.07
C 1.891 -0.128 2.364 -0.06
H -1.586 -1.130 1.260 0.10
H 0.306 -1.821 -0.076 0.10
H -1.295 0.049 3.515 0.10
H 0.996 1.049 3.953 0.10
H 3.424 -1.887 0.481 0.08
H 3.331 -0.066 0.173 0.08
H 2.902 0.123 2.662 0.11
H 2.578 -1.336 -0.827 0.06

---

(9)
32
Properties=species:S:1:pos:R:3:lowdin_charge:R:1 method="wB97M-V/def2-TZVPD" e_homo_ev=-14.82 charge=+2 lumo_ha=-0.2629 multiplicity=1
In -0.496 -0.079 -0.835 0.88
O -0.093 2.030 -0.683 -0.19
C -0.332 2.766 0.672 0.03
C -1.235 1.765 1.522 -0.21
C -1.723 2.262 2.684 0.01
C -2.453 1.394 3.509 0.06
C -2.547 0.065 3.040 -0.01
C -1.915 -0.375 1.905 -0.09
N -1.239 0.472 1.117 -0.01
H 0.168 2.747 -1.381 0.19
H -0.840 3.695 0.526 0.14
H 0.543 2.725 1.224 0.11
H -1.639 3.287 2.893 0.13
H -3.032 1.802 4.390 0.16
H -3.189 -0.626 3.568 0.13
H -2.053 -1.454 1.640 0.15
S -4.289 -0.695 -1.933 0.76
C -2.729 -0.587 -2.261 -0.98
N -1.572 -0.426 -2.597 -0.07
C 1.504 -2.242 -2.936 -0.25
As 1.760 -1.345 -1.248 1.07
C 2.277 -2.318 0.391 -0.23
C 3.242 -0.172 -1.739 -0.23
H 1.488 -3.375 -2.796 0.09
H 2.237 -1.946 -3.686 0.05
H 0.552 -1.911 -3.318 0.00
H 3.348 -2.460 0.272 0.04
H 1.689 -3.280 0.440 0.07
H 2.069 -1.630 1.206 0.03
H 4.032 -0.835 -2.092 0.06
H 3.556 0.381 -0.873 0.04
H 2.910 0.365 -2.621 0.05

---

(10)
35
Properties=species:S:1:pos:R:3:mulliken_spin:R:1 method="wB97M-V/def2-TZVPD" e_homo_ev="-9.70 / -12.77" charge=+1 lumo_ha="-0.1438 / -0.2797" s_squared=6.063 multiplicity=5
Ir -8.896 2.085 -9.456 1.59
O -7.779 6.000 -9.816 0.00
Cl -7.273 4.770 -10.314 0.00
O -6.969 4.819 -11.709 0.02
O -8.660 3.805 -10.460 0.18
O -6.368 4.039 -9.389 0.01
C -9.005 -1.126 -9.227 0.05
P -10.086 0.284 -8.849 0.03
C -11.490 0.164 -9.999 0.04
C -10.587 0.118 -7.145 0.47
C -11.310 -0.918 -6.532 -0.04
C -11.596 -0.834 -5.189 0.48
C -11.260 0.305 -4.429 0.45
C -10.666 1.369 -5.086 -0.08
C -10.362 1.321 -6.458 0.46
P -9.531 2.661 -7.394 0.09
C -10.524 4.127 -7.497 0.03
C -8.103 3.091 -6.264 0.02
H -9.134 -1.397 -10.294 0.01
H -9.299 -1.948 -8.587 0.01
H -8.012 -0.731 -9.003 0.00
H -11.178 0.448 -10.999 -0.01
H -12.298 0.708 -9.459 0.01
H -11.694 -0.930 -10.099 0.00
H -11.540 -1.734 -7.263 0.01
H -12.025 -1.691 -4.611 0.01
H -11.385 0.345 -3.380 0.02
H -10.330 2.289 -4.514 0.01
H -11.426 3.968 -8.145 0.00
H -9.821 4.856 -7.901 0.00
H -10.888 4.550 -6.584 0.00
H -8.311 3.981 -5.699 0.00
H -7.219 3.260 -6.909 0.00
H -8.011 2.160 -5.756 0.00
Br -8.500 0.943 -11.802 0.14

---

(11)
35
Properties=species:S:1:pos:R:3:lowdin_charge:R:1 method="wB97M-V/def2-TZVPD" e_homo_ev=-12.74 charge=+1 lumo_ha=-0.1616 smiles="COCCCn1nnc(CC(=O)F)[n+]1[C@H](Cl)[C@H](C)Cl" multiplicity=1
C 4.620 -0.536 1.208 -0.08
O 4.640 0.642 0.429 -0.16
C 3.777 0.623 -0.672 -0.22
C 2.481 1.425 -0.410 -0.12
C 1.318 0.439 -0.510 -0.14
N 0.022 1.130 -0.368 -0.02
N -0.107 2.382 -0.529 0.16
N -1.370 2.709 -0.349 0.17
C -2.019 1.617 -0.059 -0.25
C -3.479 1.672 0.212 0.03
C -3.954 1.063 1.504 -0.41
O -5.130 1.004 1.804 0.18
F -2.994 0.578 2.310 0.11
N -1.184 0.587 -0.081 0.07
C -1.541 -0.810 0.200 -0.64
Cl -0.523 -1.479 1.470 0.79
C -1.671 -1.703 -1.021 -0.72
C -2.294 -3.028 -0.576 -0.12
Cl -0.128 -2.072 -1.801 0.73
H 4.887 -0.251 2.212 0.09
H 5.339 -1.263 0.850 0.09
H 3.630 -0.979 1.247 0.08
H 3.525 -0.407 -0.911 0.12
H 4.261 1.025 -1.548 0.13
H 2.410 2.183 -1.170 0.11
H 2.507 1.851 0.579 0.13
H 1.366 0.000 -1.488 0.08
H 1.455 -0.303 0.255 0.08
H -4.044 1.289 -0.624 0.15
H -3.717 2.722 0.275 0.15
H -2.519 -0.763 0.634 0.09
H -2.365 -1.259 -1.719 0.11
H -3.079 -2.885 0.154 0.09
H -1.517 -3.590 -0.081 0.06
H -2.599 -3.613 -1.426 0.09

---

(12)
31
Properties=species:S:1:pos:R:3:lowdin_charge:R:1 method="wB97M-V/def2-TZVPD" e_homo_ev=-6.32 charge=0 lumo_ha=0.0012 multiplicity=1
Hf -0.399 2.515 -0.584 0.60
Cl 1.505 3.135 0.577 0.04
Cl -0.278 2.528 -2.895 0.00
C -1.471 4.177 -0.277 -0.42
H -2.229 4.592 -0.963 -0.09
H -1.381 4.787 0.641 -0.09
C 0.511 -1.036 -1.207 -0.14
C 1.241 0.021 -0.999 -0.22
H -0.267 -1.039 -1.982 0.10
C 2.399 0.040 -0.028 -0.23
H 1.235 0.859 -1.726 0.02
C 2.771 -1.355 0.499 -0.20
H 3.282 0.496 -0.498 0.12
H 2.170 0.695 0.824 0.04
C 1.535 -2.209 0.772 -0.20
H 3.380 -1.851 -0.270 0.12
H 3.390 -1.267 1.398 0.11
C 0.700 -2.350 -0.510 -0.19
H 1.846 -3.199 1.131 0.11
H 0.918 -1.755 1.558 0.11
H 1.225 -3.054 -1.180 0.12
H -0.266 -2.819 -0.276 0.10
N -3.009 -0.844 0.217 0.08
C -2.662 -0.630 1.551 -0.06
C -1.789 0.413 1.562 -0.09
N -1.579 0.831 0.236 -0.10
C -2.343 0.048 -0.543 -0.17
H -3.640 -1.555 -0.145 0.17
H -3.071 -1.210 2.359 0.11
H -1.298 0.914 2.380 0.12
H -2.427 0.123 -1.621 0.14

---

So what do the calculations give for maximum force? Going down the list: 5.02, 7.81, 2.86, 4.98, 6.84, 2.93, 3.59, 3.01, 4.93, 4.62, 4.08, 2.62 eV/A.